[1]
The following is a quantum chemistry calculation of C3H2InO3 as an isolated structure in a non-equilibrium geometry, from the OMol25 dataset.

## Properties
Orbital gap (spin up / spin down) (eV): 6.349 / 6.346
Energy (a.u.): -530.9264
Charge: +1
HOMO level (spin up / spin down) (eV): -13.290 / -13.271
LUMO (spin up / spin down) (eV): -6.9 / -6.9
Relative energy (zero: lowest compared OMol25 entry of this formula, charge and spin) (kcal/mol): 50.7
Strongest force on any atom (eV/Å): 7.08

XYZ file:
```
9
Properties=species:S:1:pos:R:3:mulliken_charge:R:1
O -1.22 1.78 -3.41 -0.1431
C -0.44 1.30 -2.70 0.7900
O 0.58 0.90 -2.25 -0.3861
O -0.49 0.20 0.29 -0.5090
C 0.35 -0.65 0.97 0.3656
C 0.04 -1.13 2.19 -0.4696
H 0.77 -1.70 2.77 0.2696
H -0.87 -0.82 2.73 0.2840
In 1.27 0.13 -0.57 0.7987
```


[2]
The following is a quantum chemistry calculation of a 2-piece molecular cluster, H4O2 overall in a non-equilibrium geometry, from the OMol25 dataset.

## Properties
Orbital gap (eV): 11.204
Energy (a.u.): -152.8656
HOMO level (eV): -10.677
LUMO (eV): 0.5
Relative energy (zero: lowest compared OMol25 entry of this formula, charge and spin) (kcal/mol): 5.9
Structure (SMILES): O.O
Strongest force on any atom (eV/Å): 2.32

XYZ file:
```
6
Properties=species:S:1:pos:R:3:nbo_charge:R:1
H 0.00 -1.59 -0.30 0.4647
H -0.30 -0.31 0.56 0.4899
H -0.07 1.33 -1.25 0.4935
H 0.88 1.86 -0.02 0.4907
O -0.46 -1.25 0.51 -0.9664
O 0.40 1.09 -0.39 -0.9724
```


[3]
The following is a quantum chemistry calculation of a 11-piece molecular cluster, C19H60O18 overall in a non-equilibrium geometry, from the OMol25 dataset.

## Properties
Orbital gap (eV): 10.142
Energy (a.u.): -2113.8663
HOMO level (eV): -10.172
LUMO (eV): 0.0
Relative energy (zero: lowest compared OMol25 entry of this formula, charge and spin) (kcal/mol): 87.6
Structure (SMILES): OCCO.OCCO.OCCO.OCCO.OCCO.OCCO.OCCO.CCO.CO.CO.CO
Strongest force on any atom (eV/Å): 3.49

XYZ file:
```
97
Properties=species:S:1:pos:R:3:mulliken_charge:R:1
C 8.58 3.45 -0.88 -0.4616
O 7.79 4.53 -0.25 -0.5011
H 9.46 3.99 -1.23 0.1842
H 8.84 2.77 -0.07 0.2288
H 8.08 3.10 -1.78 0.2555
H 6.91 4.16 -0.18 0.2942
C 2.94 2.35 -6.89 -0.5561
O 4.04 1.53 -6.96 -0.4826
H 2.37 2.48 -7.81 0.2560
H 2.31 2.14 -6.03 0.2318
H 3.26 3.38 -6.75 0.2523
H 4.61 1.88 -7.65 0.2984
C -4.75 -4.55 -1.17 -0.4842
O -3.57 -5.29 -1.35 -0.5149
H -5.45 -5.12 -0.57 0.2286
H -4.69 -3.52 -0.82 0.2220
H -5.19 -4.55 -2.17 0.2428
H -3.69 -6.24 -1.38 0.3056
C -4.18 2.52 -7.71 -0.5057
C -5.58 3.27 -7.68 -0.3596
O -6.70 2.45 -7.80 -0.4892
O -4.07 1.68 -6.51 -0.5022
H -3.35 3.22 -7.83 0.2853
H -4.16 1.93 -8.63 0.3207
H -5.53 4.03 -8.46 0.2919
H -5.62 3.86 -6.76 0.2971
H -6.47 1.62 -7.38 0.3379
H -4.32 2.25 -5.78 0.3232
C 0.41 0.01 0.32 -0.3375
C 0.74 1.19 1.21 -0.2606
O 1.74 2.05 0.72 -0.5242
O 0.37 -1.24 1.02 -0.4980
H 1.14 0.02 -0.49 0.2874
H -0.47 0.34 -0.23 0.2743
H 1.32 0.80 2.05 0.2316
H -0.13 1.82 1.41 0.2509
H 1.44 2.50 -0.07 0.2779
H -0.14 -1.85 0.48 0.2983
C 5.01 0.08 9.93 -0.3526
C 4.09 -0.49 8.80 -0.3903
O 3.45 -1.70 9.32 -0.5238
O 4.30 0.93 10.83 -0.5354
H 5.81 0.73 9.57 0.3024
H 5.39 -0.76 10.51 0.2584
H 4.67 -0.92 7.98 0.3142
H 3.33 0.18 8.40 0.3227
H 2.86 -2.00 8.63 0.2946
H 3.51 0.46 11.12 0.3099
C -6.83 3.13 -1.17 -0.2819
C -5.92 4.37 -1.45 -0.3980
O -4.68 3.99 -1.93 -0.4800
O -8.12 3.56 -0.89 -0.5365
H -6.48 2.58 -0.29 0.2239
H -6.84 2.42 -1.99 0.2917
H -5.98 4.96 -0.55 0.2739
H -6.49 5.06 -2.07 0.2868
H -4.27 4.86 -2.05 0.3176
H -8.86 2.98 -1.08 0.3028
C 0.82 -4.21 -7.07 -0.4767
C -0.60 -4.62 -7.34 -0.2997
O -0.85 -4.52 -8.70 -0.5300
O 1.85 -4.97 -7.71 -0.5109
H 1.10 -4.27 -6.02 0.3148
H 0.99 -3.16 -7.32 0.2811
H -1.31 -3.97 -6.83 0.3361
H -0.61 -5.67 -7.02 0.2645
H -1.78 -4.61 -8.91 0.2996
H 1.45 -5.20 -8.56 0.3215
C 4.90 -8.95 2.14 -0.4357
C 4.43 -7.46 1.79 -0.2755
O 3.98 -7.25 0.47 -0.5347
O 6.15 -9.38 1.43 -0.5208
H 4.06 -9.64 2.02 0.2875
H 5.11 -8.98 3.21 0.3144
H 5.28 -6.78 1.84 0.2678
H 3.66 -7.15 2.49 0.2867
H 3.78 -6.35 0.22 0.3060
H 5.94 -9.57 0.51 0.3042
C -3.70 -1.40 6.61 -0.2755
C -5.21 -1.68 6.71 -0.5779
O -5.65 -2.50 7.82 -0.4867
O -2.94 -2.59 6.25 -0.5092
H -3.41 -0.92 7.55 0.2816
H -3.59 -0.62 5.85 0.2572
H -5.56 -2.02 5.74 0.3796
H -5.57 -0.65 6.82 0.2962
H -5.28 -3.37 7.71 0.3190
H -3.49 -3.19 5.74 0.3157
C 1.39 7.74 3.46 -0.9418
C 2.63 8.05 4.07 -0.2073
O 3.10 9.22 3.49 -0.5207
H 1.04 6.84 3.97 0.3134
H 1.48 7.51 2.40 0.2742
H 0.70 8.55 3.66 0.2799
H 3.27 7.17 3.97 0.2570
H 2.43 8.09 5.14 0.2380
H 3.80 9.14 2.84 0.3076
```


[4]
The following is a quantum chemistry calculation of an isolated molecule of C5H8N2 in a non-equilibrium geometry, from the OMol25 dataset.

## Properties
Orbital gap (eV): 9.877
Energy (a.u.): -304.7574
HOMO level (eV): -9.188
LUMO (eV): 0.7
Relative energy (zero: lowest compared OMol25 entry of this formula, charge and spin) (kcal/mol): 49.0
Structure (SMILES): C=C(C)CNC#N
Strongest force on any atom (eV/Å): 1.35

XYZ file:
```
15
Properties=species:S:1:pos:R:3:nbo_charge:R:1
C -0.51 -1.67 0.70 -0.6509
C -0.01 -0.25 0.76 -0.0013
C -0.75 0.80 1.11 -0.4179
C -0.25 1.45 -1.35 0.4272
N -0.94 2.37 -1.54 -0.3847
C 1.25 0.06 -0.01 -0.2383
N 0.60 0.42 -1.28 -0.6673
H -0.40 -2.04 1.73 0.2315
H -1.58 -1.71 0.44 0.2267
H 0.06 -2.33 0.03 0.2082
H -0.28 1.76 1.32 0.2072
H -1.84 0.77 1.11 0.2122
H 1.96 -0.77 -0.18 0.2154
H 1.83 0.92 0.37 0.2118
H 0.70 -0.09 -2.13 0.4201
```


[5]
The following is a quantum chemistry calculation of C16H36Cl4FN4O6V as an isolated structure in a non-equilibrium geometry, from the OMol25 dataset.

## Properties
Orbital gap (eV): 5.452
Energy (a.u.): -4186.2092
HOMO level (eV): -8.662
LUMO (eV): -3.2
Relative energy (zero: lowest compared OMol25 entry of this formula, charge and spin) (kcal/mol): 0.0
Strongest force on any atom (eV/Å): 5.36

XYZ file:
```
68
Properties=species:S:1:pos:R:3:mulliken_charge:R:1
O 0.58 0.95 0.40 -0.4999
V 0.01 -0.04 -0.80 1.8479
O -0.94 0.90 -1.65 -0.5214
F 1.25 -2.90 0.40 -0.8244
C 0.38 -4.12 -5.82 -1.2621
C 0.47 -3.95 -4.32 0.7698
O 0.20 -2.88 -3.81 -0.6645
N 0.89 -4.91 -3.51 -0.0990
C 1.08 -6.26 -3.94 -0.9151
H -0.50 -4.70 -6.08 0.3288
H 1.21 -4.69 -6.23 0.4082
H 0.43 -3.14 -6.30 0.2755
H 0.91 -4.63 -2.54 0.2216
H 2.14 -6.47 -3.87 0.3034
H 0.72 -6.49 -4.94 0.3136
H 0.64 -7.00 -3.26 0.3115
C 3.47 -4.07 4.87 -1.0033
C 2.91 -2.77 5.40 0.7165
O 3.22 -2.35 6.54 -0.6683
N 2.01 -2.12 4.64 -0.1308
C 1.30 -1.00 5.23 -0.8694
H 3.55 -4.18 3.79 0.3351
H 2.97 -4.97 5.23 0.2508
H 4.48 -4.05 5.27 0.2811
H 1.83 -2.44 3.70 0.2110
H 1.63 -0.01 4.94 0.2602
H 1.30 -1.08 6.32 0.3093
H 0.26 -1.09 4.91 0.3061
C -5.20 -1.12 0.07 -0.9828
C -4.29 -0.52 1.11 0.6681
O -3.10 -0.74 1.03 -0.6776
N -4.85 0.38 1.87 -0.1679
C -4.23 1.27 2.82 -0.8110
H -4.65 -1.19 -0.87 0.2630
H -6.17 -0.66 -0.10 0.3187
H -5.48 -2.16 0.27 0.2950
H -5.86 0.39 1.91 0.2404
H -4.96 1.59 3.56 0.3192
H -3.90 2.07 2.15 0.2801
H -3.34 0.84 3.28 0.2555
C 4.74 2.56 -1.79 -0.9787
C 4.27 1.36 -2.58 0.6868
O 3.09 0.99 -2.56 -0.6661
N 5.21 0.66 -3.19 -0.2074
C 5.02 -0.58 -3.97 -0.7554
H 5.63 2.92 -2.31 0.3333
H 5.07 2.40 -0.76 0.2603
H 3.91 3.27 -1.76 0.2653
H 6.04 1.20 -3.38 0.2191
H 4.36 -0.26 -4.77 0.2835
H 4.38 -1.27 -3.41 0.2667
H 6.00 -0.96 -4.25 0.2999
Cl -5.79 5.89 -0.44 -0.1928
C -6.35 5.15 -1.93 -0.4594
C -5.90 3.76 -2.12 -0.3288
Cl -6.83 3.05 -3.51 -0.1927
H -5.92 5.73 -2.75 0.3010
H -7.43 5.29 -1.92 0.3257
H -6.01 3.22 -1.17 0.2367
H -4.83 3.67 -2.26 0.3093
Cl 3.02 4.41 4.43 -0.2019
C 1.81 5.23 3.35 -0.4233
C 0.42 5.28 3.93 -0.3650
Cl -0.64 6.37 3.02 -0.2001
H 1.89 4.70 2.40 0.2897
H 2.10 6.27 3.17 0.3135
H 0.44 5.69 4.94 0.3007
H -0.04 4.29 3.91 0.2869
```


> Among the records above, which one has the highest strongest force on any atom?

C3H2InO3


> Among the records above, which one has the highest strongest force on any atom?

C3H2InO3


> Number 5 is which compound?

C16H36Cl4FN4O6V


> What is the formula in the fourth record?

C5H8N2